[1]
Formula: C15H54O12
Source: the Open Molecules 2025 dataset
Level of theory: ωB97M-V with the def2-TZVPD basis set

Results
ΔE to the lowest compared entry with this formula, charge and spin = 1.869 eV
net charge = 0
structure (SMILES) = CC(C)O.CC(C)O.CC(C)O.CC(C)O.CO.CO.CO.O.O.O.O.O

Positions of all 81 atoms, in Å:
O -3.788 0.317 0.769
O -1.889 -0.432 -1.568
O 3.626 -1.541 -0.208
O 0.205 -3.520 -0.587
O -2.973 2.189 2.888
O 3.191 1.453 1.783
O -2.940 -3.175 0.437
O 0.280 -6.212 -0.148
O -1.868 4.465 1.577
O 0.846 -0.892 0.751
O -2.189 -6.016 0.716
O 1.621 0.437 -1.976
C 0.411 -3.368 -2.060
C 2.286 3.583 1.313
C 2.716 2.200 0.669
C 1.477 1.315 -3.088
C 0.216 0.318 2.750
C -1.887 5.734 -0.494
C 3.868 -2.296 -1.471
C 1.011 -0.920 2.145
C -2.577 -6.602 1.961
C -3.341 3.659 -0.218
C -2.699 4.822 0.429
C 0.617 2.432 -2.766
C 3.789 2.394 -0.335
C 0.449 -2.178 2.734
C 0.892 0.632 -4.373
H -2.255 5.861 -1.482
H -0.111 0.275 -4.113
H 1.852 1.755 0.118
H 1.630 -0.172 -4.675
H 2.471 1.667 -3.241
H 1.062 -1.746 0.383
H 0.864 1.283 -5.227
H -1.910 -6.263 2.761
H 1.635 3.438 2.218
H 3.689 0.701 1.454
H -3.784 -0.595 1.128
H 0.939 -3.021 2.257
H 1.020 2.965 -1.924
H 0.785 1.188 2.473
H 0.710 0.188 -1.669
H -2.699 -0.018 -1.199
H 3.156 4.174 1.596
H 4.695 -1.867 -2.061
H 4.579 2.959 0.206
H 0.638 -2.183 3.806
H -0.811 0.268 2.357
H -3.590 5.346 0.868
H -0.627 -2.230 2.525
H -2.699 -5.233 0.400
H -3.423 -2.631 -0.208
H 2.107 -0.900 2.403
H 2.999 -2.178 -2.179
H -0.700 -6.096 0.214
H -0.927 5.240 -0.592
H 1.827 4.224 0.565
H 4.288 1.483 -0.676
H -0.370 -2.762 -2.374
H -0.939 4.534 1.286
H -3.619 -6.445 2.217
H 3.418 3.016 -1.151
H 0.763 -6.461 0.634
H -2.629 2.905 -0.526
H -0.419 2.180 -2.574
H -2.404 -7.638 1.828
H 0.359 -4.327 -2.528
H -3.998 3.178 0.466
H -1.795 6.726 -0.036
H -2.690 3.052 2.492
H 3.981 -3.312 -1.138
H 1.451 -3.017 -2.137
H 2.946 -0.899 -0.283
H -3.007 2.316 3.826
H -1.973 -3.035 0.223
H -1.347 -0.594 -0.777
H 0.606 3.184 -3.533
H 0.473 -4.404 -0.314
H -3.801 0.905 1.550
H 0.094 0.220 3.891
H -3.859 3.996 -1.159

Cartesian forces, eV/Å:
O -0.1 -0.7 0.4
O -0.4 0.1 0.6
O 1.7 -1.8 -1.0
O -0.3 1.1 -1.2
O 0.0 0.5 -1.2
O -0.3 -0.2 -0.2
O 1.1 0.3 -0.5
O -1.9 0.5 0.5
O -0.1 0.2 -0.8
O -0.3 1.0 -0.6
O -0.6 0.6 -0.5
O -1.4 -0.7 0.1
C 1.8 -1.3 3.1
C 0.0 -0.9 -0.2
C -1.3 1.1 0.8
C -0.4 -1.6 -1.4
C 0.5 -2.0 0.7
C 0.0 -0.2 1.4
C -1.5 2.2 0.3
C -0.1 1.0 1.7
C 0.4 0.9 -0.2
C 0.3 -0.5 -1.9
C -0.8 1.6 0.9
C -0.8 2.1 0.8
C 1.5 1.1 0.4
C -0.2 -0.3 -0.3
C 2.0 -1.2 1.1
H -0.7 0.0 -0.8
H 0.3 -0.3 -0.3
H 0.3 -0.1 0.9
H -1.2 0.4 0.4
H 0.8 0.2 -0.5
H 0.0 -0.8 -0.2
H -0.2 0.7 -0.2
H -0.3 0.2 0.0
H 0.5 0.1 -1.0
H 0.1 -0.3 -0.1
H 0.0 0.8 -0.2
H 0.0 -0.4 0.1
H 0.0 0.2 0.8
H -0.3 0.6 0.1
H 1.1 0.3 -0.3
H 0.7 -0.2 -0.1
H 0.3 -0.4 0.3
H 0.1 -0.4 0.7
H -0.2 -0.1 -0.5
H -0.1 -0.2 0.1
H 0.4 0.4 -0.1
H 1.1 0.2 -0.2
H 0.1 -0.1 0.2
H 0.3 -0.5 0.9
H 0.3 -0.3 0.1
H -0.9 0.4 -0.2
H 0.7 -0.2 0.9
H 1.8 -0.4 -0.8
H 0.5 0.2 -0.1
H -0.6 -0.1 -0.1
H -0.5 -0.1 -0.2
H -1.0 1.5 -0.9
H -0.5 -0.3 0.3
H -0.1 0.2 0.0
H 0.2 -0.2 -0.2
H 0.4 -0.2 0.4
H 0.4 -0.3 -0.2
H -0.2 -0.4 0.2
H 0.0 -1.2 0.0
H -0.2 -0.7 -0.3
H -0.9 -0.4 0.4
H 0.3 -0.3 -0.1
H 0.1 -0.8 0.4
H 0.3 -0.4 -0.3
H -0.9 0.3 -0.6
H -1.2 0.9 -0.7
H 0.0 0.2 0.7
H -1.2 -0.2 0.1
H -0.1 0.1 -0.1
H 0.0 0.2 -0.8
H 0.0 -0.7 -0.2
H 0.3 -0.2 -0.2
H 0.6 0.2 -1.7
H 0.2 -0.3 1.1


[2]
Formula: C3H7InO2
Source: the Open Molecules 2025 dataset
Level of theory: ωB97M-V with the def2-TZVPD basis set

Results
⟨S²⟩ = 0.7555
ΔE to the lowest compared entry with this formula, charge and spin = 0.000 eV
net charge = +1
spin multiplicity = 2

Positions of all 13 atoms, in Å:
In 0.699 -1.633 1.672
O 0.753 0.041 0.055
O -1.049 -1.020 1.851
C -1.389 0.080 1.082
C -0.639 0.101 -0.243
C 1.595 0.228 -1.066
H -0.900 1.007 -0.812
H -1.190 1.030 1.621
H 1.363 -0.494 -1.865
H -2.471 0.090 0.841
H 1.458 1.243 -1.466
H -0.852 -0.726 -0.942
H 2.622 0.052 -0.728

Cartesian forces, eV/Å:
In 3.0 -0.9 -0.3
O -0.1 -0.2 0.8
O -2.6 0.1 0.9
C -0.7 1.5 -1.0
C -0.6 0.3 -0.8
C 0.7 0.0 -0.9
H 0.3 0.0 0.4
H 0.0 -0.5 -0.2
H 0.0 0.1 0.2
H 0.4 -0.3 0.2
H 0.2 -0.3 0.2
H -0.3 -0.1 0.5
H -0.2 0.3 -0.2


[3]
Formula: C16H42FeO6
Source: the Open Molecules 2025 dataset
Level of theory: ωB97M-V with the def2-TZVPD basis set

Results
⟨S²⟩ = 8.7799
energy = -2349.48120 Ha
net charge = +1
spin multiplicity = 6

Positions of all 65 atoms, in Å:
Fe -2.220 0.798 -0.137
O -0.959 -0.622 0.564
O -4.682 -2.979 -0.601
O 3.910 1.485 -4.004
O -1.937 0.225 -2.171
O -0.806 2.323 -0.135
O -0.881 0.855 3.441
C -0.296 -1.059 -3.441
C -3.527 -3.792 -0.561
C 0.041 -1.553 1.132
C -2.454 -3.273 -1.521
C 0.276 3.000 0.491
C -3.025 -3.672 0.904
C -0.668 0.307 -2.791
C 3.416 0.536 -1.787
C 4.150 1.545 -2.571
C 0.794 0.600 4.807
C -0.757 0.468 4.771
C -1.278 -0.961 5.039
C -0.103 3.827 1.655
C -0.641 1.386 -3.880
C 1.517 -1.225 0.713
C 3.982 2.947 -2.023
H -0.560 -1.761 4.861
H -1.749 -4.033 -1.859
H 2.344 0.706 -1.680
H 1.699 -1.206 -0.361
H -0.259 -2.572 0.888
H 3.383 2.253 -4.235
H -0.918 2.319 -3.388
H 0.712 3.671 -0.249
H 1.444 0.066 4.114
H -0.725 4.703 1.469
H -1.352 -0.865 6.123
H -0.325 0.265 2.926
H -0.780 -1.178 -4.410
H -3.843 -4.030 1.530
H 0.781 4.234 2.147
H 1.015 2.367 0.982
H -3.922 -4.717 -0.981
H 2.349 -1.829 1.074
H 3.955 0.537 -0.840
H -0.546 3.231 2.453
H -2.547 -0.072 -2.850
H 4.961 3.257 -1.656
H -2.209 -1.054 4.479
H -4.356 -2.105 -0.372
H 1.091 1.648 4.769
H 1.738 -0.217 1.063
H 0.323 1.457 -4.385
H -0.358 -1.940 -2.802
H -2.945 -3.021 -2.461
H 3.449 3.599 -2.715
H 0.009 -1.636 2.218
H -2.807 -2.631 1.142
H -2.026 -2.391 -1.044
H 1.164 0.452 5.821
H -1.306 1.192 5.373
H 0.096 0.585 -2.065
H -1.455 1.180 -4.576
H 3.441 -0.439 -2.274
H 0.750 -0.978 -3.737
H 5.212 1.349 -2.421
H -2.215 -4.367 1.129
H 3.433 2.804 -1.092

Cartesian forces, eV/Å:
Fe 6.9 -0.3 0.8
O -1.3 0.8 -0.2
O -0.4 0.7 -0.5
O -0.1 -0.2 0.9
O -1.2 0.6 1.3
O -2.5 -1.9 -0.1
O -2.4 0.7 -2.6
C 0.6 0.9 0.2
C 0.7 0.5 0.2
C 0.6 0.1 -0.6
C -0.9 -0.2 -0.4
C -0.1 0.0 0.2
C -0.9 -2.0 -0.6
C 2.6 -0.9 -2.0
C -0.5 -1.1 -0.1
C 0.9 0.8 -1.7
C 0.3 1.1 3.6
C 2.9 -1.2 -1.3
C 0.6 1.7 0.7
C -0.9 1.2 1.7
C -1.1 0.0 1.0
C -0.7 0.8 -0.4
C -0.1 -0.7 1.1
H 0.0 0.1 -0.4
H 0.4 0.1 0.7
H -0.1 0.6 0.3
H -0.5 0.0 -0.1
H -0.1 0.1 -0.8
H 0.0 0.0 -0.1
H 0.3 0.3 -0.2
H 0.2 -0.4 -0.4
H -0.7 -0.5 -0.2
H -0.2 -0.2 -0.3
H -0.9 -0.9 0.1
H -0.1 0.1 -0.2
H -0.5 -0.2 0.2
H -0.1 0.3 0.2
H 0.4 0.0 -0.3
H 0.2 -0.9 -1.0
H 0.4 -0.6 0.9
H -0.6 -0.5 0.6
H -0.5 -0.5 0.3
H -0.3 -0.2 -0.1
H -0.5 -0.1 0.0
H -0.1 0.9 -0.6
H -0.1 -0.4 0.5
H -0.4 0.3 0.1
H -0.4 0.3 -0.8
H 0.0 0.2 0.0
H -0.2 -0.1 0.1
H -0.4 0.2 0.0
H -0.2 0.4 0.0
H 0.3 0.3 0.3
H -0.3 0.9 0.3
H 0.2 -0.1 -0.1
H 0.5 0.0 -0.4
H 0.3 -0.9 0.2
H 0.3 0.0 0.1
H -0.5 -0.2 0.5
H 0.2 -0.1 -0.4
H 0.5 -0.2 0.1
H 0.2 0.1 0.1
H 0.1 -0.5 -0.5
H 0.4 0.4 -0.1
H -0.5 0.6 0.0


[4]
Formula: C3H10FN5O3S3
Source: the Open Molecules 2025 dataset
Level of theory: ωB97M-V with the def2-TZVPD basis set

Results
ΔE to the lowest compared entry with this formula, charge and spin = 2.315 eV
net charge = 0

Positions of all 25 atoms, in Å:
S 0.964 -2.043 -1.621
S 0.749 0.813 -1.709
S 0.007 -0.727 0.446
F 2.461 -2.440 -1.062
O -0.464 0.497 -0.816
O 0.707 -2.971 -2.632
O 0.278 1.641 -2.751
N 1.874 1.575 -0.793
N 1.250 -0.600 -2.178
N 1.232 -0.315 1.039
N -0.067 -2.032 -0.516
N -1.448 -0.674 1.201
C 1.785 3.025 -0.759
C -2.486 -1.609 0.858
C -1.409 -0.080 2.541
H -2.603 -1.652 -0.327
H 2.712 3.330 -1.200
H 1.716 3.359 0.290
H -2.418 0.593 2.689
H -3.503 -1.209 1.235
H -1.540 -0.868 3.451
H 2.087 1.273 0.127
H -2.316 -2.613 1.261
H -0.516 0.449 2.609
H 0.950 3.276 -1.381

Cartesian forces, eV/Å:
S 2.6 1.8 -0.9
S 0.3 -1.8 0.9
S -0.3 -0.2 0.4
F -2.2 0.5 -0.3
O -0.6 -0.1 0.6
O -0.1 -1.0 -0.6
O 0.7 0.5 -0.3
N -0.7 0.0 -1.8
N 0.6 0.6 0.1
N 0.1 0.0 1.0
N -1.1 0.2 1.8
N 0.9 -0.3 0.1
C 0.3 -0.2 0.1
C -2.4 0.3 -2.3
C -4.6 -1.2 1.8
H 0.3 -0.1 2.7
H 0.3 1.0 -0.2
H -0.2 0.0 -0.6
H 2.7 -1.3 -0.6
H 1.7 -0.5 -0.4
H 0.7 1.5 -2.3
H -0.1 -1.8 0.6
H 0.0 0.2 -0.1
H 1.3 1.1 0.6
H -0.3 1.0 0.0


[5]
Formula: C2H3ClS
Source: the Open Molecules 2025 dataset
Level of theory: ωB97M-V with the def2-TZVPD basis set

Results
ΔE to the lowest compared entry with this formula, charge and spin = 0.663 eV
net charge = 0
structure (SMILES) = S=CCCl

Positions of all 7 atoms, in Å:
Cl -0.069 1.263 -1.543
S 0.076 -2.044 1.041
C 0.518 -0.797 0.191
C -0.430 0.550 0.027
H -1.479 0.534 0.133
H 0.055 1.249 0.621
H 1.330 -0.755 -0.470

Cartesian forces, eV/Å:
Cl -0.1 0.1 -1.2
S 0.0 -0.8 0.7
C -3.8 2.3 -0.3
C 3.1 -2.3 -0.9
H -1.0 -0.7 0.5
H 0.3 1.2 1.9
H 1.4 0.1 -0.7


[6]
Formula: C6H12O
Source: the Open Molecules 2025 dataset
Level of theory: ωB97M-V with the def2-TZVPD basis set

Results
ΔE to the lowest compared entry with this formula, charge and spin = 2.592 eV
net charge = 0
structure (SMILES) = CCC1(OC)CC1

Positions of all 19 atoms, in Å:
O 0.712 -0.026 0.698
C -0.534 -2.272 0.482
C -0.338 0.246 -0.186
C -0.228 0.781 -1.590
C -1.254 -1.031 -0.109
C -0.564 1.772 -0.534
C 1.505 1.019 1.177
H 2.249 1.314 0.425
H 2.014 0.634 2.065
H -1.502 2.323 -0.519
H -1.105 0.484 -2.154
H 0.909 1.898 1.454
H 0.437 -2.461 0.012
H -2.189 -0.885 0.439
H -0.356 -2.174 1.556
H 0.686 0.845 -2.162
H -1.143 -3.174 0.327
H 0.269 2.462 -0.360
H -1.529 -1.304 -1.136

Cartesian forces, eV/Å:
O 0.3 0.0 -0.2
C 0.0 0.1 0.0
C -0.2 0.2 -0.1
C 0.1 -0.3 -0.4
C -0.2 0.2 0.0
C -0.3 -0.3 0.3
C 0.3 0.2 0.1
H 0.0 0.1 0.2
H 0.0 0.1 -0.2
H -0.1 -0.5 -0.1
H 0.3 -0.2 -0.3
H 0.1 -0.2 0.1
H -0.2 0.2 0.0
H 0.1 0.2 0.0
H 0.0 0.1 -0.2
H 0.1 0.1 0.1
H 0.0 0.3 0.0
H -0.3 -0.5 0.4
H -0.1 0.2 0.2